ORCA calculation (wB97M-V/def2-TZVPD) on a 8-piece molecular cluster, C32H88N8O8 overall in a non-equilibrium geometry.

Properties
Highest occupied orbital energy ... -9.04 eV
Maximum force ... 2.12 eV Å⁻¹
SMILES ... COC[C@H](C)N.COC[C@H](C)N.COC[C@H](C)N.COC[C@H](C)N.COC[C@H](C)N.COC[C@H](C)N.COC[C@H](C)N.COC[C@H](C)N
E ... -62907.4875 eV

The geometry in XYZ format:
```
136
Properties=species:S:1:pos:R:3:forces:R:3:mulliken_charge:R:1
C -2.770 3.772 3.024 -1.012 0.035 -0.066 -1.178
C -3.518 3.007 4.073 -0.115 -0.541 2.047 0.375
C -4.183 1.749 3.530 0.203 0.208 -0.945 -0.363
O -4.691 0.884 4.514 0.131 -0.251 -0.197 -0.444
C -5.809 1.408 5.195 0.648 0.047 0.638 -0.726
N -2.643 2.649 5.233 -0.292 -0.229 -0.244 -0.690
H -3.527 3.966 2.255 0.428 0.360 -0.271 0.346
H -1.955 3.200 2.598 0.186 -0.031 0.075 0.163
H -2.435 4.704 3.471 0.246 0.125 -0.287 0.386
H -4.334 3.614 4.495 0.064 0.255 -0.459 0.264
H -3.474 1.195 2.906 0.082 -0.217 0.355 0.041
H -4.974 2.059 2.823 -0.045 -0.031 0.245 0.405
H -5.500 2.248 5.833 -0.253 0.211 -0.306 0.289
H -6.126 0.646 5.904 -0.320 -0.179 -0.286 0.275
H -6.586 1.692 4.486 -0.235 0.066 0.119 0.311
H -2.736 3.349 5.963 0.161 0.094 -0.208 0.270
H -3.011 1.799 5.660 0.140 0.047 -0.200 0.283
C 1.357 -0.122 -5.540 0.467 -0.589 -0.127 -1.199
C 2.686 -0.866 -5.691 0.386 -0.378 0.428 0.472
C 3.748 0.049 -6.207 0.558 0.153 -0.884 -0.869
O 4.969 -0.674 -6.384 -0.341 0.151 0.474 -0.327
C 6.040 0.182 -6.679 0.155 0.473 -0.036 -0.708
N 3.137 -1.417 -4.401 -0.463 0.557 -0.104 -0.505
H 0.674 -0.832 -5.069 -0.347 0.238 -0.212 0.254
H 1.033 0.169 -6.541 -0.372 -0.044 0.149 0.464
H 1.417 0.766 -4.909 0.197 -0.063 0.047 0.329
H 2.589 -1.637 -6.476 -0.234 -0.045 0.286 0.154
H 3.893 0.896 -5.533 0.123 0.091 0.171 0.342
H 3.447 0.430 -7.199 -0.060 0.128 0.259 0.382
H 6.151 0.984 -5.931 -0.129 -0.151 -0.026 0.290
H 5.906 0.670 -7.656 0.063 -0.124 0.055 0.285
H 6.964 -0.391 -6.674 -0.059 -0.142 -0.126 0.258
H 4.117 -1.661 -4.400 -0.065 -0.180 -0.230 0.213
H 2.570 -2.195 -4.092 0.102 -0.059 -0.047 0.184
C 3.030 1.778 7.134 -0.247 0.434 0.639 -1.516
C 4.023 0.922 6.413 0.326 -0.026 -0.917 0.478
C 3.359 0.299 5.174 0.571 0.069 0.182 -0.704
O 4.375 -0.256 4.376 0.307 -0.126 -0.648 -0.391
C 3.834 -0.794 3.185 0.914 -0.757 0.483 -0.265
N 5.249 1.679 6.083 -0.276 -0.565 0.211 -0.719
H 2.165 1.178 7.423 -0.024 0.133 0.072 0.376
H 2.673 2.633 6.552 0.048 -0.199 -0.260 0.374
H 3.486 2.213 8.026 -0.061 -0.176 0.107 0.384
H 4.291 0.066 7.041 0.273 0.236 0.120 0.246
H 2.835 1.061 4.586 -0.323 -0.053 0.132 0.304
H 2.715 -0.539 5.470 -0.493 0.371 0.065 0.323
H 4.649 -1.291 2.650 0.042 0.264 -0.020 0.337
H 3.386 -0.032 2.554 -0.286 0.052 0.078 0.099
H 3.142 -1.599 3.457 -0.447 0.262 -0.263 0.138
H 5.043 2.580 5.667 -0.225 -0.040 0.005 0.251
H 5.764 1.143 5.388 0.009 0.152 0.113 0.317
C -8.266 -3.163 0.358 -0.222 -0.001 -0.280 -1.538
C -6.912 -3.286 -0.299 0.610 -0.248 0.892 0.400
C -6.513 -2.088 -1.134 -1.119 -0.054 -0.586 -0.584
O -5.243 -2.331 -1.666 0.148 0.194 -0.561 -0.396
C -4.777 -1.266 -2.474 0.388 -0.159 -0.080 -0.907
N -5.907 -3.596 0.752 0.337 0.600 -0.614 -0.715
H -8.270 -2.420 1.156 -0.034 0.156 -0.105 0.342
H -8.527 -4.119 0.804 -0.032 -0.040 0.041 0.376
H -9.017 -2.923 -0.401 -0.090 0.122 0.224 0.391
H -6.958 -4.141 -0.978 0.197 -0.020 0.011 0.266
H -6.553 -1.122 -0.608 0.094 -0.156 0.271 0.241
H -7.258 -2.031 -1.954 0.221 0.233 0.075 0.470
H -4.469 -0.400 -1.871 -0.234 -0.055 -0.027 0.271
H -5.506 -0.952 -3.231 -0.083 -0.070 0.181 0.416
H -3.889 -1.629 -2.992 -0.024 -0.011 0.044 0.277
H -4.999 -3.545 0.277 -0.274 -0.408 0.189 0.337
H -5.855 -2.775 1.363 -0.245 -0.282 0.077 0.311
C 3.418 -5.008 1.757 0.005 0.210 -0.356 -1.739
C 2.166 -4.323 1.203 0.130 0.608 1.209 1.109
C 1.338 -5.274 0.404 -0.606 -0.405 -1.099 -0.856
O 2.078 -5.669 -0.742 0.251 -0.007 0.361 -0.368
C 1.313 -6.426 -1.634 -0.227 0.028 -0.865 -0.756
N 1.307 -3.723 2.296 0.673 -0.645 -0.818 -0.583
H 4.089 -4.286 2.226 -0.168 0.043 0.201 0.436
H 3.995 -5.440 0.934 -0.164 -0.207 0.125 0.415
H 3.131 -5.772 2.482 0.151 -0.092 -0.031 0.349
H 2.504 -3.506 0.553 -0.247 -0.060 -0.004 -0.097
H 0.402 -4.819 0.036 0.084 0.165 0.389 0.366
H 1.056 -6.176 0.978 0.111 0.207 0.093 0.501
H 0.657 -5.794 -2.260 -0.080 -0.009 0.427 0.243
H 0.705 -7.188 -1.133 0.082 0.016 0.012 0.324
H 1.981 -6.903 -2.354 0.124 -0.119 0.281 0.275
H 1.939 -3.478 3.053 -0.160 0.079 0.085 0.115
H 0.702 -4.454 2.667 0.067 0.136 -0.008 0.283
C -1.784 2.680 -0.284 0.688 -0.764 -0.464 -1.188
C -1.696 2.850 -1.804 -0.334 0.561 -0.071 0.931
C -1.893 1.480 -2.458 -0.616 0.304 1.134 0.544
O -2.029 1.621 -3.839 0.762 0.144 -0.830 -0.539
C -2.204 0.369 -4.499 -0.719 0.657 1.230 -0.340
N -2.770 3.789 -2.267 0.520 -0.625 -0.288 -0.872
H -1.712 3.599 0.286 -0.354 0.243 -0.191 0.447
H -0.946 2.060 0.066 -0.160 0.081 -0.060 0.101
H -2.692 2.108 -0.087 -0.122 0.340 0.379 0.271
H -0.711 3.240 -2.099 -0.066 -0.130 0.090 0.104
H -2.801 1.037 -2.006 0.005 0.083 -0.274 -0.504
H -1.092 0.801 -2.140 0.220 0.078 -0.372 -0.092
H -3.281 0.181 -4.433 0.077 -0.597 -0.203 0.245
H -1.641 -0.356 -3.907 -0.033 -0.468 -0.523 -0.035
H -1.914 0.416 -5.541 0.285 0.146 -0.003 0.325
H -2.351 4.700 -2.430 -0.100 -0.003 0.209 0.289
H -3.038 3.474 -3.201 -0.034 0.114 0.190 0.327
C 0.690 -1.383 -1.109 -1.000 0.053 -0.605 -1.609
C 0.260 -0.627 0.143 1.823 0.231 0.037 2.016
C -0.968 -1.158 0.796 -0.031 -0.807 0.508 -1.154
O -2.136 -0.951 0.054 0.411 0.451 -0.076 0.147
C -3.178 -1.711 0.567 -1.089 -0.397 -0.286 -0.519
N 1.298 -0.735 1.220 -1.378 -0.013 -0.394 -0.429
H 0.845 -2.439 -0.879 0.339 0.028 0.000 0.043
H 1.548 -0.916 -1.595 0.236 -0.222 0.226 0.615
H -0.106 -1.362 -1.876 0.068 0.023 0.270 0.130
H 0.166 0.427 -0.130 -0.231 0.009 0.183 -1.002
H -0.990 -0.759 1.820 -0.460 0.260 -0.125 0.384
H -0.845 -2.251 0.932 0.151 0.129 -0.040 0.412
H -3.522 -1.389 1.558 0.204 0.090 0.053 0.295
H -2.931 -2.784 0.618 0.218 0.136 0.095 0.361
H -4.006 -1.640 -0.142 0.166 0.108 0.360 -0.067
H 2.214 -0.471 0.893 0.135 -0.361 -0.217 0.361
H 1.233 -1.714 1.523 0.693 0.359 0.124 -0.052
C 2.916 5.157 -2.824 0.203 -0.411 -0.601 -1.174
C 3.985 5.225 -1.752 -0.597 1.146 0.448 0.573
C 4.199 3.911 -1.045 1.172 -0.032 0.113 -0.690
O 2.982 3.337 -0.696 -0.181 -1.119 -0.082 -0.243
C 3.139 2.029 -0.106 -0.343 1.512 0.464 -0.356
N 5.214 5.843 -2.271 0.472 -0.857 0.031 -0.755
H 1.938 4.896 -2.427 0.030 0.107 0.180 0.212
H 3.147 4.379 -3.567 0.088 0.144 0.053 0.199
H 2.872 6.113 -3.343 -0.087 0.014 0.011 0.392
H 3.609 5.935 -1.001 0.045 -0.095 -0.035 0.242
H 4.839 4.079 -0.155 -0.241 -0.004 -0.022 0.265
H 4.820 3.269 -1.692 -0.308 -0.274 -0.159 0.291
H 2.127 1.692 0.113 0.072 -0.178 -0.105 -0.177
H 3.649 2.199 0.856 0.127 -0.507 -0.185 0.338
H 3.676 1.326 -0.747 0.022 0.102 -0.044 0.354
H 5.891 5.936 -1.512 -0.243 0.165 -0.067 0.283
H 5.676 5.181 -2.905 -0.274 0.276 -0.006 0.268
```
Positions in Å, forces in eV/Å.